No. 1
The following is a quantum chemistry calculation of 8 unconnected molecules or ions with the total composition C21H58O8 at a distorted geometry, from the OMol25 dataset.

Element x y z (Å)
C (-3.606, 1.638, -0.683)
C (-3.772, 0.327, -1.457)
C (-4.183, 0.322, -2.914)
O (-2.463, -0.388, -1.289)
H (-3.233, 1.522, 0.349)
H (-4.582, 2.195, -0.582)
H (-2.906, 2.331, -1.143)
H (-4.550, -0.213, -0.773)
H (-5.174, 0.791, -3.072)
H (-4.278, -0.750, -3.146)
H (-3.466, 0.808, -3.583)
H (-1.841, 0.227, -1.698)
C (1.179, 1.617, 2.749)
C (0.313, 1.579, 1.441)
C (-0.382, 2.909, 1.155)
O (1.180, 1.290, 0.362)
H (0.483, 1.535, 3.644)
H (1.801, 2.508, 2.752)
H (1.952, 0.795, 2.715)
H (-0.375, 0.762, 1.552)
H (-1.005, 2.807, 0.336)
H (0.368, 3.596, 0.826)
H (-0.934, 3.331, 1.948)
H (0.870, 0.330, 0.010)
C (0.584, -2.500, 4.142)
C (1.117, -1.670, 5.338)
C (0.056, -1.172, 6.262)
O (2.138, -2.378, 5.991)
H (-0.159, -3.230, 4.456)
H (1.331, -3.137, 3.653)
H (0.073, -1.862, 3.496)
H (1.597, -0.815, 4.848)
H (0.546, -0.655, 7.170)
H (-0.721, -1.880, 6.660)
H (-0.484, -0.333, 5.785)
H (1.735, -3.167, 6.277)
C (3.939, -0.093, 1.440)
C (4.329, 0.958, 0.370)
C (3.828, 0.573, -0.998)
O (3.903, 2.262, 0.728)
H (4.310, 0.242, 2.444)
H (4.444, -1.036, 1.346)
H (2.892, -0.208, 1.510)
H (5.416, 0.974, 0.281)
H (4.334, 1.277, -1.690)
H (2.739, 0.619, -1.100)
H (4.071, -0.422, -1.350)
H (3.002, 2.314, 0.456)
C (1.598, 3.495, -2.465)
C (0.299, 2.856, -2.855)
C (0.280, 2.696, -4.346)
O (-0.020, 1.618, -2.270)
H (1.837, 4.377, -3.064)
H (2.354, 2.780, -2.528)
H (1.652, 3.829, -1.396)
H (-0.515, 3.603, -2.663)
H (1.253, 2.174, -4.643)
H (0.325, 3.746, -4.702)
H (-0.613, 2.066, -4.727)
H (0.559, 1.537, -1.441)
C (1.793, -2.765, -4.180)
C (0.777, -1.634, -4.215)
C (-0.628, -1.965, -3.775)
O (1.260, -0.537, -3.514)
H (1.847, -3.206, -3.220)
H (2.689, -2.264, -4.470)
H (1.604, -3.556, -4.946)
H (0.832, -1.262, -5.222)
H (-1.329, -1.113, -3.909)
H (-0.656, -2.324, -2.765)
H (-0.959, -2.770, -4.469)
H (0.614, 0.185, -3.455)
C (-2.405, -0.996, 2.336)
C (-2.481, -2.350, 1.628)
C (-3.902, -2.764, 1.517)
O (-1.815, -2.349, 0.376)
H (-2.899, -1.139, 3.277)
H (-2.895, -0.215, 1.660)
H (-1.367, -0.666, 2.548)
H (-1.892, -3.030, 2.266)
H (-4.484, -2.073, 0.859)
H (-4.327, -2.712, 2.557)
H (-3.984, -3.812, 1.124)
H (-2.340, -1.839, -0.308)
O (0.732, -1.149, -0.343)
H (0.116, -1.727, 0.047)
H (0.681, -1.276, -1.321)

Computed properties:
multiplicity	1
HOMO energy	-9.5	eV
E_LUMO	0.60	eV
SMILES string	CC(C)O.CC(C)O.CC(C)O.CC(C)O.CC(C)O.CC(C)O.CC(C)O.O
total charge	0
Kohn-Sham gap	0.371	Eh



No. 2
The following is a quantum chemistry calculation of a molecular structure, C33H38GeN2O2PSSr at a distorted geometry, from the OMol25 dataset.

Element x y z (Å)
Sr (1.911, -2.498, -1.520)
C (3.961, -0.538, 1.865)
C (4.340, 0.297, 0.647)
C (5.365, 1.330, 1.209)
C (3.136, 1.117, 0.024)
C (3.560, 2.115, -1.067)
O (2.252, 2.551, -1.667)
C (1.521, 1.431, -1.629)
N (1.962, 0.532, -0.787)
C (0.595, 1.307, -2.765)
C (1.254, 1.141, -4.050)
C (0.389, 1.010, -5.171)
C (-0.971, 0.894, -4.998)
C (-1.617, 1.189, -3.783)
C (-0.814, 1.410, -2.623)
P (-1.573, 1.393, -0.983)
C (-2.773, -0.065, -1.169)
C (-4.141, 0.143, -1.316)
C (-5.089, -0.855, -0.992)
C (-4.677, -2.132, -0.694)
C (-3.316, -2.406, -0.698)
C (-2.401, -1.380, -0.850)
C (-2.652, 2.732, -0.511)
C (-3.171, 2.503, 0.765)
C (-3.804, 3.507, 1.413)
C (-3.892, 4.760, 0.777)
C (-3.459, 4.960, -0.524)
C (-2.827, 3.911, -1.196)
H (4.809, -0.742, 2.534)
H (3.476, -1.488, 1.621)
H (3.221, -0.005, 2.469)
H (4.800, -0.408, -0.069)
H (4.827, 2.010, 1.890)
H (5.893, 1.875, 0.446)
H (6.081, 0.770, 1.819)
H (2.715, 1.631, 0.931)
H (3.990, 1.507, -1.864)
H (4.157, 3.011, -0.857)
H (2.332, 1.038, -4.130)
H (0.740, 0.835, -6.181)
H (-1.483, 0.647, -5.929)
H (-2.695, 1.187, -3.594)
H (-4.565, 1.142, -1.515)
H (-6.124, -0.586, -1.064)
H (-5.392, -2.913, -0.421)
H (-2.918, -3.381, -0.488)
H (-1.342, -1.605, -0.605)
H (-2.953, 1.515, 1.218)
H (-4.141, 3.306, 2.419)
H (-4.262, 5.594, 1.343)
H (-3.580, 5.915, -0.975)
H (-2.377, 3.989, -2.200)
O (0.297, 1.092, 2.834)
N (-0.102, 2.093, 3.548)
C (-0.941, 1.842, 4.579)
C (-1.385, 2.773, 5.503)
C (-0.888, 4.083, 5.370)
C (-0.107, 4.325, 4.278)
C (0.331, 3.386, 3.322)
S (1.495, 3.950, 2.205)
H (-1.217, 0.806, 4.615)
H (-2.005, 2.460, 6.306)
H (-1.059, 4.881, 6.106)
H (0.392, 5.278, 4.134)
C (-0.007, -4.765, -1.095)
Ge (1.544, -5.950, -0.411)
C (0.705, -6.930, 1.111)
C (1.739, -7.440, -1.722)
C (2.747, -4.553, -0.324)
H (-1.001, -5.140, -1.071)
H (0.297, -4.476, -2.098)
H (0.021, -3.869, -0.473)
H (-0.099, -7.645, 0.958)
H (0.378, -6.205, 1.817)
H (1.515, -7.542, 1.560)
H (0.816, -7.973, -1.906)
H (2.478, -8.139, -1.289)
H (2.144, -7.115, -2.658)
H (3.637, -4.431, 0.297)

Computed properties:
multiplicity	1
HOMO energy	-2.7	eV
E_LUMO	1.37	eV
total charge	-1
Kohn-Sham gap	0.149	Eh



No. 3
The following is a quantum chemistry calculation of a gas-phase ion, C2H3N4 (charge +1) at a distorted geometry, from the OMol25 dataset.

Element x y z (Å)
N (-0.773, 1.638, 0.070)
C (-1.741, 0.949, 0.042)
N (-2.074, -0.280, 0.072)
N (-0.903, -0.896, -0.038)
C (0.256, -0.670, 0.071)
N (1.513, -0.932, -0.006)
H (-0.575, 2.608, -0.335)
H (2.148, -1.486, -0.699)
H (2.150, -0.930, 0.823)

Computed properties:
multiplicity	1
HOMO energy	-15.1	eV
E_LUMO	-6.39	eV
SMILES string	N=C=N[N+]#CN
total charge	+1
Kohn-Sham gap	0.321	Eh



No. 4
The following is a quantum chemistry calculation of a molecular structure, C4H4O2Y at a distorted geometry, from the OMol25 dataset.

Element x y z (Å)
O (1.907, -1.970, -2.091)
C (1.153, -1.087, -1.688)
C (0.326, -0.433, -1.024)
C (-0.612, 0.362, -0.307)
C (-0.368, 0.598, 1.148)
H (-1.644, 0.358, -0.667)
H (-1.254, 0.739, 1.767)
H (0.544, 0.219, 1.609)
H (2.042, -2.725, -1.455)
Y (1.015, 3.532, -0.210)
O (-0.160, 1.627, 0.181)

Computed properties:
multiplicity	2
HOMO energy (spin up / spin down)	-27.7 / -27.4	eV
E_LUMO (spin up / spin down)	-20.99 / -20.99	eV
expectation value of S²	0.758
total charge	+4
Kohn-Sham gap (spin up / spin down)	0.247 / 0.236	Eh



No. 5
The following is a quantum chemistry calculation of 2 unconnected molecules or ions with the total composition C3H9NO at a distorted geometry, from the OMol25 dataset.

Element x y z (Å)
C (1.017, 1.395, 1.806)
N (0.836, 0.431, 2.670)
H (0.057, 1.893, 1.644)
H (1.976, 1.973, 1.780)
H (1.661, -0.166, 2.835)
H (1.404, -0.110, -0.594)
C (-0.151, -0.899, -1.127)
O (0.575, 0.305, -0.701)
C (-1.660, -0.578, -1.403)
H (0.301, -1.139, -2.100)
H (0.038, -1.698, -0.390)
H (-1.667, 0.420, -1.779)
H (-2.188, -1.238, -2.127)
H (-2.200, -0.587, -0.514)

Computed properties:
multiplicity	2
HOMO energy (spin up / spin down)	1.4 / -2.6	eV
E_LUMO (spin up / spin down)	3.88 / 3.84	eV
expectation value of S²	0.753
total charge	-1
Kohn-Sham gap (spin up / spin down)	0.092 / 0.238	Eh



No. 6
The following is a quantum chemistry calculation of 15 unconnected molecules or ions with the total composition C7H33BO22 at a distorted geometry, from the OMol25 dataset.

Element x y z (Å)
O (-0.643, -1.587, 2.866)
C (-0.408, -1.316, 1.674)
O (-0.073, -2.064, 0.662)
B (0.227, -1.266, -0.528)
O (-0.206, 0.046, -0.141)
C (-0.559, 0.046, 1.129)
O (-1.086, 0.977, 1.786)
O (-0.494, -1.693, -1.707)
C (0.310, -2.085, -2.625)
O (0.036, -2.491, -3.765)
C (1.760, -1.941, -2.119)
O (1.677, -1.382, -0.874)
O (2.753, -2.156, -2.906)
C (0.488, 3.279, -1.034)
C (0.558, 4.664, -0.397)
C (-0.468, 5.531, -1.100)
O (0.532, 4.751, 1.059)
H (0.493, 3.341, -2.122)
H (-0.222, 2.534, -0.675)
H (1.430, 2.750, -0.887)
H (1.566, 5.001, -0.639)
H (-0.500, 6.587, -0.831)
H (-1.466, 5.096, -1.069)
H (-0.161, 5.413, -2.139)
O (-1.671, -0.125, 5.647)
H (-1.611, -0.823, 4.996)
H (-1.166, -0.449, 6.393)
O (-2.104, 4.049, 2.161)
H (-2.150, 3.564, 1.337)
H (-2.954, 3.900, 2.575)
O (0.999, -2.035, 5.110)
H (1.931, -2.093, 4.900)
H (0.565, -2.528, 4.414)
O (5.306, -2.135, -1.806)
H (4.427, -2.096, -2.181)
H (5.289, -2.904, -1.235)
O (2.830, -2.332, -5.778)
H (2.717, -3.282, -5.795)
H (2.608, -2.079, -4.882)
O (0.274, 2.857, 3.692)
H (0.587, 2.318, 4.418)
H (-0.002, 2.227, 3.026)
O (-4.738, 0.123, 2.498)
H (-5.328, 0.481, 1.834)
H (-3.979, 0.705, 2.484)
O (-0.636, -4.539, -0.189)
H (-0.960, -3.652, -0.034)
H (-1.157, -4.860, -0.926)
O (-0.246, -2.035, -6.453)
H (-0.021, -2.314, -5.565)
H (-0.137, -1.084, -6.441)
O (-2.947, -2.426, -0.241)
H (-2.756, -1.598, -0.680)
H (-3.108, -3.044, -0.954)
O (0.753, -4.173, 3.017)
H (0.884, -3.808, 2.142)
H (-0.176, -4.404, 3.044)
O (-2.819, 2.385, -0.384)
H (-1.974, 1.992, -0.164)
H (-2.659, 2.856, -1.202)
O (3.629, 0.724, -0.551)
H (3.343, 0.817, -1.459)
H (3.608, -0.218, -0.387)

Computed properties:
multiplicity	2
HOMO energy (spin up / spin down)	-7.9 / -7.8	eV
E_LUMO (spin up / spin down)	1.23 / 1.16	eV
expectation value of S²	0.754
total charge	-1
Kohn-Sham gap (spin up / spin down)	0.336 / 0.330	Eh



| no. | total energy (Eh) |
| --- | --- |
| 1 | -1436.76306 |
| 2 | -4387.20447 |
| 3 | -296.58778 |
| 4 | -341.41445 |
| 5 | -249.56188 |
| 6 | -1966.88085 |